Record 1
{"formula": "C19H36AsF6O15", "method": "the ωB97M-V functional and the def2-TZVPD basis", "symbols": ["As", "F", "F", "F", "F", "F", "F", "C", "O", "H", "H", "H", "H", "C", "O", "H", "H", "H", "H", "C", "O", "H", "H", "H", "H", "C", "C", "C", "O", "C", "O", "O", "H", "H", "H", "H", "H", "H", "C", "C", "C", "O", "C", "O", "O", "H", "H", "H", "H", "H", "H", "C", "C", "C", "O", "C", "O", "O", "H", "H", "H", "H", "H", "H", "C", "C", "C", "O", "C", "O", "O", "H", "H", "H", "H", "H", "H"], "xyz": [[-0.0348, 0.3798, 0.0027], [0.7787, 1.4705, -1.2242], [0.0025, 1.6909, 1.2429], [-0.9661, -0.8134, 1.0219], [0.0808, -0.9972, -1.1153], [1.5316, -0.1306, 0.6705], [-1.6490, 0.9771, -0.7118], [-2.0517, 1.6851, -3.8113], [-1.4567, 0.7309, -4.6421], [-3.1027, 1.4516, -3.6411], [-1.5094, 1.8360, -2.8778], [-2.1658, 2.6514, -4.3027], [-1.0718, 0.0233, -4.1199], [2.9222, -1.2191, -1.8375], [2.1723, -0.5010, -2.8595], [3.2900, -0.5645, -1.0474], [2.3218, -2.0150, -1.3967], [3.8038, -1.6510, -2.3112], [1.4124, -0.0353, -2.5026], [3.6926, 0.9406, 2.5749], [3.5957, 1.3774, 1.2499], [4.5611, 0.2823, 2.5936], [3.8777, 1.7637, 3.2652], [2.8306, 0.3699, 2.9204], [3.0955, 0.7269, 0.7516], [-5.3356, 2.5628, 1.9411], [-3.8640, 2.1625, 2.2198], [-2.8997, 3.2403, 1.8128], [-2.1189, 3.5071, 2.9663], [-2.6109, 2.6684, 4.0135], [-2.1048, 2.5959, 5.0692], [-3.6819, 1.9466, 3.5534], [-5.4132, 3.1084, 1.0006], [-5.6746, 3.2802, 2.6883], [-5.9754, 1.6806, 1.9649], [-3.6743, 1.2217, 1.7031], [-3.5513, 4.0863, 1.5938], [-2.2646, 2.8318, 1.0267], [5.1041, 2.0385, -2.1703], [3.9815, 2.6145, -3.0354], [2.8690, 3.1772, -2.2314], [2.6807, 4.4935, -2.7071], [3.6146, 4.7978, -3.5595], [3.9149, 5.8871, -3.9992], [4.3966, 3.6935, -3.7381], [6.0620, 1.9032, -2.6724], [4.8640, 1.0766, -1.7175], [5.3385, 2.8038, -1.4303], [3.4862, 1.9255, -3.7195], [3.0794, 3.0785, -1.1665], [2.0157, 2.5452, -2.4773], [-1.1242, -1.4014, 4.0366], [-0.8724, -2.6473, 3.1075], [0.4472, -2.8420, 2.3337], [0.7752, -4.1776, 2.7577], [-0.0706, -4.7241, 3.5199], [-0.0429, -5.9117, 3.8866], [-0.8829, -3.7838, 4.0822], [-1.6730, -0.5668, 3.6003], [-0.2199, -0.8410, 4.2736], [-1.7943, -1.5791, 4.8778], [-1.7165, -2.7261, 2.4224], [1.2028, -2.0829, 2.5362], [0.2714, -2.9327, 1.2618], [-0.1971, -4.1985, -0.8598], [-1.6663, -3.7832, -0.8001], [-2.0404, -2.7265, -1.8622], [-3.2040, -3.2269, -2.4346], [-3.4449, -4.4512, -1.9885], [-4.2950, -5.1386, -2.5259], [-2.5358, -4.7928, -1.0688], [-0.1763, -4.8609, 0.0056], [0.4909, -3.4019, -0.5768], [0.1201, -4.6050, -1.8202], [-1.9943, -3.5182, 0.2051], [-1.2251, -2.5487, -2.5634], [-2.3308, -1.8888, -1.2282]], "total_charge": -1, "homo_ev": -8.20, "orbital_gap_ha": 0.35869}

Record 2
{"formula": "C19H36AsN5O7Si2Sn", "method": "the ωB97M-V functional and the def2-TZVPD basis", "symbols": ["Sn", "N", "C", "C", "C", "N", "C", "C", "N", "C", "H", "H", "H", "H", "H", "H", "H", "H", "H", "H", "H", "H", "H", "H", "H", "H", "O", "C", "O", "C", "C", "C", "C", "C", "C", "O", "N", "O", "O", "N", "O", "O", "H", "H", "C", "Si", "C", "C", "As", "Si", "C", "C", "C", "H", "H", "H", "H", "H", "H", "H", "H", "H", "H", "H", "H", "H", "H", "H", "H", "H", "H"], "xyz": [[-0.9914, 0.5639, 1.1156], [1.5781, 3.2277, 1.3836], [1.5241, 3.9280, 2.7212], [1.7385, 2.9372, 3.8565], [0.5787, 1.9827, 4.1230], [0.5567, 0.8740, 3.1347], [-0.7646, 2.7267, 4.1693], [-1.0044, 3.7451, 3.0479], [-1.4153, 3.0812, 1.7708], [0.2023, 4.6600, 2.8508], [2.3640, 2.5287, 1.3370], [1.6728, 3.9012, 0.6216], [0.7132, 2.6940, 1.2287], [2.3534, 4.6368, 2.7025], [1.8742, 3.5397, 4.7576], [2.6714, 2.3853, 3.7211], [0.7587, 1.5579, 5.1149], [0.2428, 0.0330, 3.6153], [1.4929, 0.6553, 2.7954], [-0.8105, 3.2763, 5.1105], [-1.5886, 2.0089, 4.2083], [-1.8322, 4.3904, 3.3561], [-1.4785, 3.7853, 1.0334], [-2.3896, 2.8090, 1.9101], [0.2802, 5.2844, 3.7442], [0.0420, 5.3513, 2.0189], [-1.2289, 1.1478, -1.1108], [-0.4822, 0.3226, -1.6676], [-0.7286, -0.9215, -1.8022], [0.9376, 0.6664, -1.9441], [1.5343, 0.8310, -3.1699], [2.9121, 1.0028, -3.2032], [3.6773, 0.9776, -2.0634], [3.0403, 0.8557, -0.8358], [1.6489, 0.7243, -0.7224], [1.0148, 0.5808, 0.4338], [3.9098, 0.7906, 0.3384], [3.5028, 1.3102, 1.3882], [4.9931, 0.3100, 0.2136], [3.5791, 1.1740, -4.5070], [2.8627, 1.1810, -5.4793], [4.7819, 1.2504, -4.4953], [0.9770, 0.7965, -4.0945], [4.7540, 1.0518, -2.1242], [-4.1628, -4.0623, -2.7205], [-2.8711, -2.7764, -3.0796], [-1.2876, -3.4587, -3.7856], [-3.5409, -1.3277, -4.0368], [-2.2820, -1.7332, -0.9504], [-0.9803, -3.4605, 0.1519], [-1.2941, -3.1968, 1.9886], [-1.5711, -5.1666, -0.2932], [0.8116, -3.1518, -0.2763], [-4.5901, -4.4041, -3.6642], [-4.9834, -3.6631, -2.1242], [-3.7519, -4.9328, -2.2148], [-1.4282, -3.6593, -4.8491], [-1.0160, -4.3998, -3.3123], [-0.4533, -2.7644, -3.6901], [-3.6587, -1.5927, -5.0886], [-2.8894, -0.4550, -3.9909], [-4.5197, -1.0413, -3.6506], [-2.2500, -3.6325, 2.2824], [-1.3260, -2.1478, 2.2980], [-0.5188, -3.6907, 2.5771], [-2.6312, -5.2874, -0.0711], [-1.0291, -5.8926, 0.3156], [-1.4036, -5.4240, -1.3351], [1.0830, -2.0975, -0.2186], [1.0431, -3.4942, -1.2844], [1.4462, -3.7027, 0.4193]], "total_charge": 2, "homo_ev": -13.78, "orbital_gap_ha": 0.27859}

Record 3
{"formula": "C19H36Ca4F8N4O31S8", "method": "the ωB97M-V functional and the def2-TZVPD basis", "symbols": ["Ca", "Ca", "Ca", "Ca", "N", "S", "O", "O", "F", "S", "O", "O", "F", "N", "S", "O", "O", "F", "S", "O", "O", "F", "N", "S", "O", "O", "F", "S", "O", "O", "F", "N", "S", "O", "O", "F", "S", "O", "O", "F", "C", "C", "C", "O", "C", "O", "O", "H", "H", "H", "H", "H", "H", "C", "O", "C", "O", "O", "C", "H", "H", "H", "H", "H", "H", "C", "C", "O", "C", "O", "O", "C", "H", "H", "H", "H", "H", "H", "H", "H", "C", "C", "O", "C", "O", "O", "C", "H", "H", "H", "H", "H", "H", "H", "H", "C", "C", "O", "C", "O", "O", "C", "H", "H", "H", "H", "H", "H", "H", "H"], "xyz": [[-6.6034, 10.2597, -15.5279], [-7.4930, 16.2094, -14.4296], [-2.1606, 13.5919, -15.1850], [-3.5198, 16.1623, -20.3532], [-8.9584, 14.6602, -15.1364], [-9.0983, 13.3056, -15.9458], [-10.1105, 13.1918, -17.0152], [-8.6771, 12.0854, -15.2794], [-7.8524, 13.6604, -16.8411], [-10.4211, 14.2059, -14.3207], [-10.3767, 13.1218, -13.3497], [-11.6029, 14.4073, -15.1654], [-10.5525, 15.5127, -13.3232], [-3.9231, 14.2718, -16.3618], [-4.6040, 15.4753, -16.8200], [-5.8824, 15.8327, -16.1938], [-4.3631, 15.9748, -18.1988], [-3.7878, 16.5480, -15.9160], [-4.9494, 13.2926, -17.3386], [-5.6855, 13.6124, -18.6071], [-5.5093, 12.2192, -16.5622], [-3.6821, 12.5068, -17.9482], [-6.2780, 14.9556, -13.1345], [-4.8143, 15.1186, -12.6619], [-3.7940, 14.4837, -13.5796], [-4.5491, 15.4043, -11.2301], [-4.6253, 16.6855, -13.1536], [-6.3018, 13.2996, -12.6804], [-5.7064, 12.8052, -11.4378], [-6.1483, 12.4328, -13.8040], [-7.9178, 13.2694, -12.5141], [-2.3721, 14.3493, -19.8872], [-1.8760, 13.0822, -20.4931], [-1.4295, 11.9857, -19.5812], [-1.2169, 13.2552, -21.7635], [-3.2363, 12.5115, -21.0622], [-1.0889, 14.5097, -18.8059], [0.2270, 14.5352, -19.3946], [-1.3564, 14.0890, -17.4270], [-1.3163, 16.0929, -18.6299], [-2.9980, 21.5528, -15.6835], [-2.1612, 20.8460, -16.7882], [-1.3073, 19.6775, -16.2927], [-1.7750, 18.6139, -17.1086], [-2.5969, 18.9822, -18.0694], [-3.1287, 18.2332, -18.8236], [-2.9906, 20.2812, -17.7478], [-2.3555, 22.0478, -14.9553], [-3.6296, 20.8233, -15.1765], [-3.5931, 22.3776, -16.0753], [-1.5235, 21.6062, -17.2393], [-1.4609, 19.5540, -15.2207], [-0.2812, 19.8711, -16.6052], [-4.0135, 6.1396, -17.7665], [-4.4856, 7.3803, -17.1733], [-4.7312, 8.5135, -17.8521], [-5.3937, 9.4476, -17.4251], [-4.1001, 8.4799, -19.0770], [-4.0142, 9.6718, -19.8446], [-4.1732, 5.4229, -16.9609], [-3.0272, 6.2768, -18.2097], [-4.7712, 5.8337, -18.4880], [-3.6564, 9.4474, -20.8495], [-3.3108, 10.3818, -19.4095], [-4.9671, 10.1988, -19.8931], [-8.1867, 18.6206, -22.6733], [-7.6667, 17.2372, -22.2862], [-8.1084, 16.6104, -21.0402], [-7.2138, 16.3083, -20.0841], [-5.9863, 16.2936, -20.2051], [-7.8447, 15.8541, -18.9203], [-9.2358, 15.4348, -19.0245], [-9.1758, 18.4693, -23.1055], [-7.4541, 19.0600, -23.3503], [-8.0963, 19.2613, -21.7961], [-6.5831, 17.1503, -22.3658], [-8.0537, 16.4326, -22.9115], [-9.5960, 15.3198, -18.0022], [-9.4585, 14.7002, -19.7984], [-9.8093, 16.2802, -19.4047], [-6.4504, 12.1810, -21.4565], [-7.7317, 12.4053, -20.5630], [-7.6050, 11.9857, -19.2041], [-7.9054, 10.7324, -18.6774], [-7.9671, 10.6326, -17.4364], [-7.9543, 9.6848, -19.5354], [-8.2179, 8.3880, -19.1136], [-6.1423, 11.1375, -21.3898], [-5.7095, 12.9564, -21.2618], [-6.6658, 12.3004, -22.5183], [-8.5184, 11.9820, -21.1876], [-8.0374, 13.4502, -20.5110], [-7.9147, 7.5939, -19.7958], [-9.2431, 8.2290, -18.7791], [-7.6276, 7.9891, -18.2887], [-1.8976, 18.8918, -11.0754], [-1.0424, 18.1750, -12.1117], [-1.6366, 17.2490, -12.9302], [-0.9421, 16.6811, -13.8926], [-1.3780, 15.6835, -14.4897], [0.1247, 17.3920, -14.2604], [0.8810, 16.9295, -15.3952], [-2.9812, 18.7806, -11.1144], [-1.8726, 19.9784, -11.1586], [-1.4737, 18.5955, -10.1159], [-0.3253, 17.5636, -11.5639], [-0.3999, 18.9644, -12.5016], [1.6728, 16.2518, -15.0759], [1.3888, 17.8359, -15.7250], [0.4164, 16.3092, -16.1615]], "total_charge": 3, "homo_ev": [-12.78, -16.92], "orbital_gap_ha": [0.18842, 0.33620], "s2": 0.753, "spin_multiplicity": 2}